(1)
Here is C21H19F4N3O2 in the gas phase at a distorted geometry from the Open Molecules 2025 dataset. Energies are from ωB97M-V/def2-TZVPD.

Atoms and positions in Å:
C 1.230 -2.968 0.045
H 2.933 -4.156 -0.560
C 3.495 -2.151 -0.316
F -1.214 3.728 0.503
C -0.671 -1.852 1.003
O 2.000 0.840 -2.197
C 4.066 -0.129 -0.514
C -2.596 2.039 -0.411
C 4.006 1.344 -0.359
C -3.985 1.979 2.021
H -2.488 -1.898 -0.131
C 2.574 1.777 -0.048
H 2.968 -3.604 1.127
N 0.323 1.292 -0.764
H 1.249 -1.961 1.939
N 4.553 -2.128 -1.051
C -2.929 2.856 1.855
H 4.683 1.659 0.438
C 0.453 -3.299 -1.057
C -1.246 -1.019 2.110
F -0.942 0.292 1.958
C 0.660 -2.235 1.076
H -4.518 1.952 2.958
F -0.778 -1.360 3.320
H -2.500 1.844 -2.531
C -0.878 -2.922 -1.122
H 2.509 2.867 -0.030
H 0.059 1.635 0.145
O 3.130 -0.909 0.077
H -2.617 3.523 2.643
C 1.623 1.255 -1.121
H -0.273 0.863 -2.669
H -5.171 0.448 1.115
H -1.183 -0.004 -1.411
C -2.254 2.868 0.649
C -4.350 1.136 0.985
C -0.737 0.960 -1.685
H 0.894 -3.855 -1.871
N 4.922 -0.834 -1.174
H 4.348 1.784 -1.296
H -1.354 3.016 -1.856
F -2.582 -1.082 2.186
C 2.689 -3.329 0.105
H 2.260 1.399 0.927
C -1.451 -2.194 -0.094
H -3.953 0.513 -1.022
H -1.472 -3.191 -1.982
C -1.823 2.044 -1.700
C -3.661 1.169 -0.214

* orbital gap: 9.948 eV
* max |F|: 0.0293 Eh/bohr
* SMILES: O=C(CCc1nnc(Cc2cccc(C(F)(F)F)c2)o1)NCCc1ccccc1F
* E_LUMO: 0.64 eV


(2)
Here is a molecular structure, C21H19F5MoN2S2 at a distorted geometry from the Open Molecules 2025 dataset. Energies are from ωB97M-V/def2-TZVPD.

Atoms and positions in Å:
C -0.941 4.364 -0.113
H 0.489 2.745 -0.443
C -1.207 2.064 0.663
C -1.634 -2.890 -1.829
N 2.602 -1.934 1.456
C -2.404 2.364 1.369
H 1.589 -3.749 1.362
C -1.950 -3.117 -3.157
H 2.415 0.320 -1.813
C 4.470 -2.039 -0.731
C -2.117 4.663 0.532
H 1.118 -1.523 2.919
C -1.672 -2.141 -4.108
H -4.706 1.126 3.520
F -2.499 -4.255 -3.521
H 4.698 -2.563 0.188
S -0.724 -1.285 0.214
H 3.956 0.947 -1.216
H 2.377 -2.672 3.393
H 3.348 -3.925 1.363
F -1.849 -3.836 -0.928
H 3.912 -0.343 -2.423
Mo 0.162 0.770 0.040
H -0.388 5.123 -0.646
H -2.488 5.681 0.488
H 2.498 -3.372 -0.098
C -1.079 -1.681 -1.445
F -0.248 0.448 -1.967
H -4.380 5.088 1.934
C 3.428 0.051 -1.535
C 2.183 -1.748 2.855
H -5.500 3.463 3.397
H 4.149 -2.749 -1.491
H 5.378 -1.549 -1.076
C -4.640 3.160 2.815
F -1.940 -2.363 -5.372
C -2.856 3.709 1.291
N 3.449 -0.996 -0.502
S 2.190 0.704 1.188
C 2.520 -3.326 0.984
C 2.771 -0.905 0.638
C -1.094 -0.933 -3.731
C -3.093 1.432 2.158
C -0.825 -0.733 -2.402
H -2.739 0.410 2.194
C -0.491 3.048 -0.015
C -4.184 1.833 2.887
H 2.745 -0.950 3.330
C -4.007 4.074 2.016
F -0.796 -0.013 -4.632

* orbital gap (spin up / spin down): 6.416 / 6.410 eV
* max |F|: 0.0295 Eh/bohr
* charge: +2
* E_LUMO (spin up / spin down): -7.93 / -8.04 eV


(3)
Here is C21H19N3O in the gas phase at a distorted geometry from the Open Molecules 2025 dataset. Energies are from ωB97M-V/def2-TZVPD.

Atoms and positions in Å:
H 4.222 -1.717 -1.076
C -0.099 -2.489 2.532
C -0.802 -1.293 3.311
H -1.425 0.652 3.145
C 3.329 -1.238 -1.000
H 1.780 1.450 -2.636
H -4.836 -3.571 2.420
C -4.100 -2.407 -0.541
H -5.849 -3.250 0.388
H -0.070 -3.285 0.525
H -0.900 -2.009 5.104
C -4.738 -3.029 0.484
H 1.785 0.748 1.871
H -4.648 -2.171 -1.455
H 1.683 4.864 0.476
C -0.157 3.696 0.384
H -2.189 -1.990 -1.217
C 1.911 2.800 1.255
C -1.104 -0.212 2.569
C 2.229 -1.701 -0.205
C 0.994 -0.955 -0.354
H -0.162 0.498 -1.599
H 2.264 -2.529 0.502
C 1.949 0.582 -1.961
N -0.133 -1.157 0.470
C -2.091 -2.583 0.832
C 1.300 3.839 0.633
C -2.710 -2.326 -0.434
C -4.207 -3.255 1.644
H -0.778 4.519 -0.007
N -0.818 2.531 0.578
C 1.157 1.605 1.573
H -1.854 0.243 0.650
C -0.190 1.522 1.117
C -0.564 -2.509 1.061
H 4.042 0.058 -2.385
O -0.964 -1.179 4.643
H -0.403 -3.412 3.079
H 2.917 2.925 1.742
C 0.829 0.053 -1.321
H 0.998 -2.297 2.489
C -0.812 0.110 1.109
C 3.161 -0.154 -1.816
N -2.887 -3.040 1.867

* orbital gap: 8.445 eV
* max |F|: 0.1246 Eh/bohr
* SMILES: OC1=C[C@@H](c2ccccn2)N(c2ccccc2)[C@H](c2ccccn2)C1
* energy relative to the best compared isomer or geometry (same formula, charge and spin): 110.4 kcal/mol
* E_LUMO: 0.78 eV


(4)
Here is C21H19N3O2 in the gas phase at a distorted geometry from the Open Molecules 2025 dataset. Energies are from ωB97M-V/def2-TZVPD.

Atoms and positions in Å:
C 3.380 -0.485 1.893
C -0.170 -1.608 0.764
H 3.127 -1.960 3.378
C -0.728 -0.323 0.247
H -3.193 0.889 -1.663
H 2.200 -4.615 2.375
H 1.157 3.271 0.704
H 0.123 5.421 0.019
C 5.366 -2.373 0.975
H 4.373 -3.839 2.116
C -0.167 0.903 0.624
C 5.424 -0.987 0.533
H -4.256 2.742 -1.854
C 0.053 3.396 0.688
C -0.621 2.114 0.226
H -2.249 -1.261 -0.921
C -2.329 0.938 -1.029
H -1.730 6.713 -0.570
N -3.530 5.975 -1.423
C 1.887 -2.582 1.691
H 6.174 -0.661 -0.146
C -2.357 3.451 -0.976
C 3.190 -1.956 2.291
C 4.381 -2.824 1.822
C -1.753 2.147 -0.618
H 4.506 0.934 0.587
C 1.438 -3.792 2.498
C -3.644 3.614 -1.594
N -0.330 4.529 -0.152
H 0.490 -4.152 2.109
C -4.163 4.877 -1.782
O -0.342 -2.671 0.176
H -5.169 4.983 -2.196
C 4.456 -0.106 0.967
H 6.109 -3.088 0.637
H 1.337 -3.574 3.574
C -1.656 4.593 -0.666
C -2.288 5.822 -0.912
H 0.726 0.931 1.256
N 0.812 -1.602 1.726
H 1.076 -0.661 2.098
H 2.078 -2.884 0.662
H -0.256 3.520 1.730
C -1.836 -0.301 -0.591
O 2.718 0.353 2.537

* orbital gap: 7.197 eV
* max |F|: 0.0570 Eh/bohr
* SMILES: C[C@@H](NC(=O)c1ccc2c(c1)CNc1cnccc1-2)[C@H]1C=CC=CC1=O
* energy relative to the best compared isomer or geometry (same formula, charge and spin): 44.7 kcal/mol
* E_LUMO: -0.89 eV


(5)
Here is C21H19N3O3S2 in the gas phase at a distorted geometry from the Open Molecules 2025 dataset. Energies are from ωB97M-V/def2-TZVPD.

Atoms and positions in Å:
C 1.136 3.444 1.553
H -4.374 -0.645 -2.480
C -3.253 -2.175 0.203
O -0.344 3.963 -0.267
S 0.259 2.114 2.437
C -0.845 -0.639 2.689
H -0.642 -1.689 -0.859
H -2.031 1.326 1.203
C -2.345 -2.036 1.238
H -1.972 -2.910 1.750
H -5.676 -0.813 -1.309
C 0.066 -1.090 -1.397
H 4.533 0.582 -0.340
S 3.280 -2.767 0.257
H 1.830 2.573 -2.774
H 5.202 -1.879 -0.931
C 1.079 -1.745 1.689
N 2.177 0.840 1.191
C 1.091 2.281 -2.022
C 0.673 3.420 0.100
H -3.622 1.067 -0.630
C 3.990 -0.297 -0.047
C 1.059 0.674 1.824
C -3.723 -1.066 -0.487
O -0.030 0.243 -1.264
C -3.268 0.191 -0.107
H 1.400 -2.400 -2.515
C 0.942 0.795 -2.026
O 0.559 -2.805 1.962
C -1.889 -0.777 1.610
C -4.705 -1.208 -1.609
C 2.801 -0.270 0.724
C 4.349 -1.567 -0.360
H -4.830 -2.250 -1.891
C 1.091 -1.416 -2.229
C 1.668 -0.187 -2.633
C -2.364 0.337 0.928
C 2.299 -1.541 0.969
H 0.802 4.359 2.040
H -0.828 -1.537 3.311
H 2.502 -0.053 -3.292
H 2.237 2.191 -0.260
H -1.023 0.239 3.312
H 0.136 2.772 -2.234
N 0.481 -0.524 2.083
H -3.594 -3.163 -0.074
N 1.511 2.738 -0.710
H 2.207 3.297 1.672

* orbital gap: 8.742 eV
* max |F|: 0.0219 Eh/bohr
* SMILES: Cc1ccc(Cn2c(SCC(=O)NCc3ccco3)nc3ccsc3c2=O)cc1
* energy relative to the best compared isomer or geometry (same formula, charge and spin): 0.0 kcal/mol
* E_LUMO: 0.32 eV


(6)
Here is a molecular structure, C21H19N4O6SV from the Open Molecules 2025 dataset. Energies are from ωB97M-V/def2-TZVPD.

Atoms and positions in Å:
H 0.277 2.211 2.714
C -2.401 -1.832 -2.898
O -3.878 -3.724 -2.778
O -0.267 -0.030 1.434
C 1.106 2.402 -0.705
C 2.377 1.795 -0.319
C -0.378 -0.187 -2.789
H 1.631 4.237 -1.593
S 4.723 1.088 0.248
N -0.016 1.753 -0.495
H -0.058 1.603 4.340
C -0.798 -0.981 3.554
C 3.635 2.298 -0.273
H -1.152 -0.779 4.566
H 3.976 3.288 -0.527
H -2.545 1.219 3.547
C -2.419 -3.363 -0.998
C -2.400 2.346 -1.090
H -2.676 -4.327 -0.583
H -2.632 -1.614 -3.932
C 0.239 1.313 3.331
H -2.818 0.201 2.132
H -0.757 5.609 -2.554
N 2.279 0.486 0.106
C -2.136 0.925 2.580
H -4.139 -3.402 -3.652
O -0.551 -3.877 1.373
H -2.856 1.453 -0.681
V 0.342 -0.386 -0.087
C -1.455 -1.102 -2.219
C -1.204 4.711 -2.151
H -2.086 1.810 1.945
H 0.189 -1.438 3.616
C 3.443 0.003 0.447
H -4.227 3.211 -1.762
C -1.022 2.551 -1.028
C -0.409 -2.969 0.606
H 1.235 0.875 3.389
C -2.565 4.494 -2.214
H -1.477 -1.698 3.093
H -3.196 5.240 -2.677
C -1.477 -2.558 -0.408
O 0.689 -0.256 -1.985
C -2.944 -2.943 -2.231
N -1.163 -1.389 -0.959
N 0.915 3.587 -1.317
C -0.451 3.711 -1.547
C -3.155 3.330 -1.691
H 3.577 -1.011 0.795
O 0.696 -2.246 0.419
O -0.464 0.428 -3.810
C -0.761 0.318 2.778

* orbital gap (spin up / spin down): 7.758 / 8.090 eV
* max |F|: 0.0143 Eh/bohr
* energy relative to the best compared isomer or geometry (same formula, charge and spin): 21.4 kcal/mol
* spin multiplicity: 2
* charge: +1
* E_LUMO (spin up / spin down): -4.03 / -3.70 eV


(7)
Here is C21H19NO5 in the gas phase at a distorted geometry from the Open Molecules 2025 dataset. Energies are from ωB97M-V/def2-TZVPD.

Atoms and positions in Å:
C 1.065 -3.446 -2.703
H 2.092 0.027 4.007
C 0.626 -2.109 -2.840
H 0.628 -5.406 -1.948
H -2.806 6.406 1.281
C 1.008 -1.877 4.223
O -2.215 4.405 0.787
C 0.605 -3.025 3.572
C 1.853 1.208 1.242
H 1.979 -3.728 -3.142
H 0.535 -4.089 1.723
C -1.057 -0.299 -2.261
H -1.609 -4.745 -1.079
H 2.544 1.926 0.830
C 0.941 0.687 -1.062
C -0.580 -1.702 -2.254
C 1.869 -0.977 2.134
H -2.063 1.816 -0.058
H 1.518 -2.232 0.426
C 1.403 -2.139 1.499
H -1.313 4.695 -2.392
C -1.389 -2.675 -1.612
H 1.678 1.411 -1.501
H 0.098 -3.839 4.102
C -1.233 2.460 -0.435
C 0.266 -4.393 -2.047
H -0.080 0.319 0.783
O 2.573 -0.062 1.365
H 1.650 1.586 2.247
O -0.874 2.124 -1.796
C -1.672 3.899 -0.382
C 0.602 1.084 0.389
O -2.229 -0.130 -2.577
H 1.345 -0.320 -1.086
H 0.794 -1.779 5.300
C 0.836 -3.167 2.217
H 1.242 -1.354 -3.328
C -0.972 -3.997 -1.529
C -2.462 5.713 0.522
N -0.278 0.794 -1.863
H -2.319 7.005 -1.292
H -2.319 -2.353 -1.234
C -2.208 6.027 -0.782
C -1.695 4.807 -1.400
O -0.095 2.327 0.443
C 1.717 -0.883 3.510

* orbital gap: 9.550 eV
* max |F|: 0.0576 Eh/bohr
* SMILES: O=C(c1ccccc1)N1C[C@@H](COc2ccccc2)O[C@@H](c2ccco2)O1
* energy relative to the best compared isomer or geometry (same formula, charge and spin): 68.0 kcal/mol
* E_LUMO: 0.63 eV


(8)
Here is a molecular structure, C21H19O4S2 at a distorted geometry from the Open Molecules 2025 dataset. Energies are from ωB97M-V/def2-TZVPD.

Atoms and positions in Å:
H 4.422 1.236 -4.860
H 2.731 1.634 -3.268
C 5.018 0.828 -0.839
C -0.209 -3.010 -0.266
O 5.446 1.619 -3.043
C -0.496 -2.994 1.099
H -6.077 1.831 2.593
C 0.839 -1.976 -0.590
H -1.757 -3.688 2.692
C -0.940 -3.814 -1.143
H -5.399 3.639 1.196
S -0.255 1.121 1.121
H -4.943 0.721 3.306
C -4.452 3.152 0.928
O 0.421 -1.753 2.992
H -3.043 -5.237 1.165
C 4.957 2.045 -4.344
H -2.522 -5.289 -1.270
C 4.533 1.247 -2.102
S -1.476 3.596 2.098
H -4.639 2.598 -0.001
C 2.738 0.430 -0.071
C 1.746 -0.055 0.923
O 1.275 -1.761 -1.715
C 1.118 -1.302 0.697
H 4.537 0.044 1.101
C -1.955 -4.628 -0.610
H 6.093 0.818 -0.688
H -3.716 3.940 0.741
O -2.837 1.398 1.723
C 4.138 0.407 0.153
C -5.150 1.286 2.399
H -0.722 -3.789 -2.206
C 0.373 -1.982 1.784
C 3.136 1.299 -2.314
C -4.008 2.238 2.040
H 2.007 0.151 1.967
H -3.809 2.846 2.935
H 1.204 0.856 -1.507
H 5.858 2.308 -4.899
C -1.530 -3.762 1.634
C -1.604 1.991 1.663
H 4.301 2.923 -4.249
H -5.376 0.587 1.588
C -2.249 -4.601 0.765
C 2.273 0.851 -1.315

* orbital gap: 5.810 eV
* max |F|: 0.0862 Eh/bohr
* energy relative to the best compared isomer or geometry (same formula, charge and spin): 22.3 kcal/mol
* charge: -1
* E_LUMO: 2.11 eV


no.,DFT total energy (hartree)
1,-1525.9052
2,-2284.3827
3,-1051.0109
4,-1126.3721
5,-1998.0556
6,-2824.2680
7,-1242.4769
8,-1908.9636